No. 1
Below is a molecular structure, C12H13BN10OPdS, with properties calculated with the ωB97M-V functional and the def2-TZVPD basis.

Each line ends with the natural charge from an NBO analysis.
CARTESIAN COORDINATES (ANGSTROEM)
Pd 0.19 0.62 0.09  0.865
N -3.30 -2.51 -1.23  -0.331
C -2.11 -2.63 -0.61  0.214
N -1.76 -1.47 -0.11  -0.468
C -2.79 -0.66 -0.47  0.246
N -3.75 -1.25 -1.15  -0.253
C -2.84 0.77 -0.14  0.143
C -4.06 1.46 -0.16  0.042
N -4.14 2.75 0.11  -0.348
C -3.00 3.37 0.42  -0.003
C -1.79 2.71 0.45  0.028
N -1.72 1.40 0.17  -0.380
H -3.82 -3.20 -1.74  0.422
H -1.54 -3.54 -0.56  0.219
H -4.96 0.93 -0.41  0.223
H -3.06 4.43 0.65  0.213
H -0.86 3.21 0.69  0.235
B 2.54 1.21 2.16  0.171
N 1.29 0.57 2.84  -0.278
C 1.08 0.23 4.12  0.000
C -0.20 -0.31 4.23  -0.358
C -0.70 -0.26 2.93  -0.029
N 0.20 0.27 2.12  -0.311
N 2.95 0.26 1.00  -0.281
C 4.10 -0.39 0.78  0.003
C 3.99 -1.12 -0.39  -0.356
C 2.69 -0.87 -0.83  -0.020
N 2.09 -0.04 0.02  -0.276
H 3.44 1.27 2.97  -0.039
H 2.23 2.28 1.70  -0.045
H 1.84 0.40 4.86  0.226
H -0.68 -0.68 5.11  0.231
H -1.65 -0.60 2.54  0.218
H 4.93 -0.27 1.46  0.225
H 4.73 -1.74 -0.85  0.232
H 2.16 -1.24 -1.69  0.227
O -0.53 -1.11 -2.89  -0.966
S -0.16 0.30 -3.02  1.368
N 0.21 1.11 -1.84  -1.009

## Properties
Relative energy (zero: lowest compared OMol25 entry of this formula, charge and spin), kJ/mol: 7.8
HOMO energy, eV: -8.9
HOMO-LUMO gap, eV: 8.321
Charge: 0
F_max, eV Å⁻¹: 0.3



No. 2
Below is a molecular structure, C12H13CuN8O7S, with properties calculated with the ωB97M-V functional and the def2-TZVPD basis.

Each line ends with the natural charge from an NBO analysis.
CARTESIAN COORDINATES (ANGSTROEM)
Cu 1.10 0.12 -1.15  0.916
C -2.65 2.33 -1.71  -0.411
N -1.84 2.86 -0.64  -0.463
C -2.51 3.81 0.21  -0.399
C -0.87 2.00 -0.11  0.611
N -0.77 0.76 -0.32  -0.777
N 0.12 2.70 0.60  -0.656
C 1.36 2.15 0.96  0.584
N 2.35 3.14 1.03  -0.864
N 1.52 0.90 1.16  -0.735
H -3.06 3.17 -2.29  0.189
H -3.49 1.71 -1.35  0.172
H -2.03 1.73 -2.38  0.236
H -2.80 4.70 -0.36  0.187
H -1.86 4.13 1.03  0.214
H -3.42 3.39 0.66  0.165
H -1.53 0.32 -0.83  0.388
H 0.19 3.66 0.30  0.405
H 2.30 3.79 0.25  0.399
H 3.27 2.71 1.05  0.375
H 2.49 0.65 1.31  0.353
O 3.80 -2.95 -0.91  -0.738
C 2.84 -2.17 -0.75  0.771
O 2.84 -0.92 -0.97  -0.825
C 1.57 -2.78 -0.15  -0.235
C 1.73 -3.70 0.84  -0.142
C 0.60 -4.27 1.50  -0.094
C -0.67 -3.91 1.14  -0.119
C -0.88 -3.00 0.12  -0.150
C 0.23 -2.41 -0.62  0.528
O 0.08 -1.65 -1.59  -0.704
N -2.26 -2.69 -0.16  0.530
O -3.15 -3.23 0.51  -0.475
O -2.53 -1.83 -0.99  -0.412
N 0.79 -5.23 2.55  0.531
O -0.19 -5.72 3.10  -0.461
O 1.93 -5.52 2.88  -0.443
H 2.72 -3.99 1.13  0.248
H -1.51 -4.34 1.66  0.257
S 1.50 4.67 -2.14  -0.463
C 1.40 3.02 -2.25  0.103
N 1.31 1.85 -2.32  -0.600

## Properties
Relative energy (zero: lowest compared OMol25 entry of this formula, charge and spin), kJ/mol: 0.0
HOMO energy, eV: -1.2
HOMO-LUMO gap, eV: 5.612
Charge: -2
F_max, eV Å⁻¹: 0.9



No. 3
Below is C12H13N5O3 in the gas phase, with properties calculated with the ωB97M-V functional and the def2-TZVPD basis.

Each line ends with the natural charge from an NBO analysis.
CARTESIAN COORDINATES (ANGSTROEM)
C -5.67 -0.11 1.30  -0.614
C -5.29 -1.04 0.15  -0.399
H -6.17 -1.58 -0.20  0.209
H -4.56 -1.78 0.50  0.210
C -4.69 -0.27 -1.03  -0.221
N -3.42 0.27 -0.69  0.009
N -3.24 1.45 -0.15  -0.033
N -1.98 1.60 0.07  -0.265
C -1.39 0.47 -0.34  0.422
N -2.29 -0.40 -0.83  -0.312
N -0.06 0.16 -0.29  -0.622
C 0.95 1.01 0.12  0.677
O 0.76 2.15 0.47  -0.551
C 2.30 0.38 0.08  -0.155
C 2.52 -0.98 0.28  -0.200
C 3.80 -1.52 0.27  -0.282
C 4.85 -0.66 0.05  0.310
C 4.64 0.71 -0.13  0.229
C 3.38 1.26 -0.11  -0.218
H 3.21 2.31 -0.23  0.254
O 5.84 1.33 -0.31  -0.472
C 6.82 0.32 -0.23  0.235
O 6.18 -0.93 -0.01  -0.485
H 7.51 0.53 0.61  0.161
H 7.39 0.27 -1.17  0.161
H 3.97 -2.57 0.43  0.231
H 1.69 -1.64 0.48  0.213
H 0.17 -0.74 -0.66  0.418
H -5.34 0.56 -1.30  0.224
H -4.55 -0.94 -1.89  0.227
H -6.03 -0.68 2.15  0.214
H -4.82 0.48 1.62  0.220
H -6.45 0.58 0.98  0.205

## Properties
Structure (SMILES): CCCn1nnc(NC(=O)c2ccc3c(c2)OCO3)n1
Relative energy (zero: lowest compared OMol25 entry of this formula, charge and spin), kJ/mol: 253.1
HOMO energy, eV: -8.5
HOMO-LUMO gap, eV: 9.239
Charge: 0
F_max, eV Å⁻¹: 1.3



No. 4
Below is C12H13NO in the gas phase, with properties calculated with the ωB97M-V functional and the def2-TZVPD basis.

Each line ends with the natural charge from an NBO analysis.
CARTESIAN COORDINATES (ANGSTROEM)
C 3.23 -1.36 -0.10  -0.214
C 3.24 -0.14 -0.76  -0.205
C 2.10 -1.75 0.61  -0.192
C -2.91 -1.18 -1.09  -0.297
C -3.34 -0.95 0.24  -0.306
C 2.13 0.68 -0.73  -0.246
C 0.99 -0.93 0.65  -0.231
C -1.75 -0.47 -1.26  -0.078
C -2.43 -0.12 0.82  -0.077
C 0.99 0.29 -0.03  0.006
C -0.31 1.92 1.35  -0.632
C -0.24 1.18 0.02  0.418
N -1.46 0.16 -0.09  -0.364
O -0.34 2.10 -0.99  -0.693
H 4.09 -2.01 -0.13  0.214
H 4.12 0.16 -1.31  0.214
H 2.08 -2.69 1.13  0.214
H -3.40 -1.78 -1.83  0.220
H -4.21 -1.36 0.70  0.220
H 2.14 1.63 -1.23  0.223
H 0.11 -1.23 1.19  0.226
H -1.11 -0.40 -2.12  0.199
H -2.40 0.28 1.81  0.212
H -1.27 2.42 1.46  0.229
H 0.47 2.67 1.35  0.235
H -0.15 1.24 2.18  0.223
H -0.36 1.66 -1.85  0.481

## Properties
Structure (SMILES): C[C@@](O)(c1ccccc1)n1cccc1
Relative energy (zero: lowest compared OMol25 entry of this formula, charge and spin), kJ/mol: 2.9
HOMO energy, eV: -8.2
HOMO-LUMO gap, eV: 8.997
Charge: 0
F_max, eV Å⁻¹: 2.6